Below is one molecule with the formula CH5N3S2 in a non-equilibrium geometry, with properties calculated with ωB97M-V/def2-TZVPD.

Geometry as ORCA input:
```
! RIJCOSX wB97M-V def2-TZVPD def2/J DEFGRID3
* xyz 0 1
C -0.0186 0.1233 -0.1080
H 2.8416 0.2369 1.3199
H 1.0078 -1.6102 0.3697
H 0.7718 1.8428 -0.2156
H -1.1275 -1.2961 -0.9772
H -2.4056 1.1393 -0.4037
N 1.1323 -0.6659 -0.0391
N -0.1044 1.4068 -0.0819
N -1.1614 -0.7113 -0.1430
S 2.7229 -0.0240 -0.0046
S -2.7255 -0.0547 0.1548
*
```

Values from the calculation:
HOMO-LUMO gap = 9.527 eV
LUMO level = 0.0195 Eh
energy relative to the best compared isomer or geometry (same formula, charge and spin) = 20.4 kJ/mol
molecular weight = 123.2 g/mol

Below is C7H7Cl2F as an isolated structure in a non-equilibrium geometry, with properties calculated with ωB97M-V/def2-TZVPD.

Geometry as ORCA input:
```
! RIJCOSX wB97M-V def2-TZVPD def2/J DEFGRID3
* xyz 0 1
F 1.7781 3.5127 -0.3832
C 1.1738 2.3679 0.0049
C 1.6268 1.1339 -0.4421
C 0.8897 -0.0401 -0.1829
C -0.3122 0.0355 0.4741
C -0.6988 1.2783 1.0893
C -0.0168 2.4717 0.7435
H 2.4917 1.0930 -1.0877
H 1.3871 -0.9629 -0.4428
H -0.8117 -0.8878 0.7277
H -1.5578 1.1973 1.7389
H -0.3439 3.3942 1.1999
C -1.1421 -2.9973 -0.8233
Cl -1.5670 -1.3089 -0.5467
Cl -0.5661 -3.6519 0.6943
H -2.0111 -3.5088 -1.2372
H -0.3196 -3.1269 -1.5268
*
```

Values from the calculation:
HOMO-LUMO gap = 8.671 eV
LUMO level = 0.0197 Eh
energy relative to the best compared isomer or geometry (same formula, charge and spin) = 417.2 kJ/mol
molecular weight = 181.0 g/mol

Below is one molecule with the formula C4H6O2, with properties calculated with ωB97M-V/def2-TZVPD.

Geometry as ORCA input:
```
! RIJCOSX wB97M-V def2-TZVPD def2/J DEFGRID3
* xyz 0 1
O 2.4635 -0.4540 0.6146
C 1.3912 -0.9168 0.3076
C 0.2517 -0.1390 -0.2804
C -1.2467 -0.4065 -0.0316
O -1.5092 0.9937 0.1027
C -0.1103 1.3198 0.0592
H 1.2205 -2.0155 0.2475
H 0.4801 -0.3427 -1.3360
H -1.7648 -0.8335 -0.8962
H -1.5257 -0.9641 0.8718
H 0.2427 1.6754 1.0365
H 0.1069 2.0830 -0.6957
*
```

Values from the calculation:
HOMO-LUMO gap = 10.723 eV
LUMO level = 0.0273 Eh
energy relative to the best compared isomer or geometry (same formula, charge and spin) = 209.3 kJ/mol
molecular weight = 86.1 g/mol

Below is one molecule with the formula C7H12 in a non-equilibrium geometry, with properties calculated with ωB97M-V/def2-TZVPD.

Geometry as ORCA input:
```
! RIJCOSX wB97M-V def2-TZVPD def2/J DEFGRID3
* xyz 0 1
C -1.2603 0.6277 -1.8550
C -1.4728 -0.2936 -0.6541
C -0.3893 -0.0880 0.4092
C -0.7515 -0.0612 1.7151
C 1.0259 1.0730 0.0442
C 1.0129 -0.3318 -0.0032
C 2.0545 -1.1618 0.6855
H -1.3150 1.6284 -1.4312
H -0.2433 0.4453 -2.2120
H -1.9404 0.3555 -2.6562
H -1.3652 -1.3589 -0.8759
H -2.4391 -0.2541 -0.1569
H -1.8127 -0.2047 1.8983
H -0.1817 0.4661 2.4689
H 0.8535 1.7202 -0.8014
H 1.2677 1.6252 0.9642
H 1.6186 -2.1507 0.8549
H 2.4564 -0.7359 1.6113
H 2.8818 -1.3006 -0.0057
*
```

Values from the calculation:
HOMO-LUMO gap = 7.026 eV
LUMO level = -0.0028 Eh
energy relative to the best compared isomer or geometry (same formula, charge and spin) = 462.3 kJ/mol
molecular weight = 96.2 g/mol